One molecule with the formula C7H13N3O2 in a non-equilibrium geometry. Source: the Open Molecules 2025 dataset; level of theory: ωB97M-V/def2-TZVPD.

Structure (XYZ):
```
25
Properties=species:S:1:pos:R:3:forces:R:3
C 2.169 -0.610 -0.382 1.56 -0.04 0.65
C -2.453 -0.085 -0.083 -2.57 0.26 0.62
C 1.278 1.703 -0.461 -2.60 -1.56 1.01
C -0.110 -0.249 0.400 1.27 3.36 -0.75
C -3.489 -0.718 -1.035 0.34 2.17 1.37
C 1.548 2.747 0.587 -0.97 -3.04 0.41
C 0.758 -2.252 0.925 3.24 -0.27 1.40
N 2.258 0.735 -0.576 -2.51 0.25 -1.36
N 1.048 -1.074 0.159 -6.06 1.23 1.03
N -1.171 -0.231 -0.489 0.02 -0.69 -0.72
O 3.147 -1.297 -0.514 1.17 -1.23 -0.41
O -2.845 0.435 0.959 1.28 -0.43 -0.52
H 0.486 1.824 -1.237 0.96 -0.08 0.58
H -0.575 0.010 1.386 1.30 -0.68 -0.43
H -3.518 -0.091 -1.927 -0.31 -0.40 -0.23
H -3.128 -1.686 -1.183 0.15 -1.68 -0.84
H -4.429 -0.719 -0.471 0.20 0.03 -0.54
H 2.174 2.220 1.299 0.43 0.35 0.23
H 0.659 2.981 1.152 -0.32 0.75 -0.25
H 2.055 3.497 0.106 1.10 2.60 -0.51
H 1.751 -2.790 0.976 -0.98 0.43 1.06
H 0.189 -1.898 1.834 1.43 -0.78 -0.31
H 0.132 -2.961 0.508 -1.56 -1.09 -1.65
H 3.157 1.038 -0.483 2.94 0.70 0.06
H -1.092 -0.528 -1.449 0.48 -0.18 0.10
```
Forces are in eV/Å.

Computed properties:
Electronic energy in Ha: -589.1585
Multiplicity: 1
LUMO (spin up / spin down) in eV: 0.56 / 0.64
Relative energy (zero: lowest compared OMol25 entry of this formula, charge and spin) in eV: 3.676
Net charge: 0

Per-atom natural (NBO) charges, elementary charge units: 0.783, 0.676, 0.026, 0.129, -0.706, -0.674, -0.403, -0.647, -0.479, -0.644, -0.645, -0.611, 0.184, 0.224, 0.227, 0.215, 0.247, 0.212, 0.236, 0.213, 0.238, 0.209, 0.192, 0.395, 0.404


One molecule with the formula C3H5NO4 in a non-equilibrium geometry. Source: the Open Molecules 2025 dataset; level of theory: ωB97M-V/def2-TZVPD.

Structure (XYZ):
```
13
Properties=species:S:1:pos:R:3:forces:R:3
N 1.118 1.527 -0.098 5.73 -2.69 -1.33
C 1.132 0.156 -0.189 2.66 -1.64 0.08
O 2.085 -0.615 -0.573 -2.59 3.43 1.31
C -0.087 -0.658 0.508 2.98 2.51 1.18
O 0.251 -1.945 0.339 2.47 -2.03 0.24
C -1.330 -0.038 0.031 -3.76 -0.16 -1.96
O -1.757 1.073 0.290 1.44 -0.22 0.51
O -2.083 -0.815 -0.785 -0.87 0.23 -0.44
H 2.054 2.057 -0.308 -3.03 -1.25 0.35
H 0.236 1.866 -0.017 -2.83 2.14 0.51
H -0.083 -0.256 1.588 0.32 -0.73 -1.02
H 1.399 -2.023 0.283 -4.56 1.14 -0.34
H -2.935 -0.328 -1.067 2.05 -0.72 0.89
```
Forces are in eV/Å.

Computed properties:
Electronic energy in Ha: -473.0113
Multiplicity: 1
LUMO in eV: 0.52
Relative energy (zero: lowest compared OMol25 entry of this formula, charge and spin) in eV: 1.583
Net charge: 0

Per-atom natural (NBO) charges, elementary charge units: -0.811, 0.667, -0.637, -0.074, -0.702, 0.764, -0.624, -0.669, 0.432, 0.419, 0.202, 0.530, 0.505


C27H73HgN6O7 as an isolated structure in a non-equilibrium geometry. Source: the Open Molecules 2025 dataset; level of theory: ωB97M-V/def2-TZVPD.

Structure (XYZ):
```
114
Properties=species:S:1:pos:R:3:forces:R:3
Hg 4.055 -4.035 14.649 -0.20 0.11 -0.36
C -1.187 -7.053 12.111 1.55 -0.90 -0.23
C -1.181 -5.686 12.760 0.62 -0.96 2.96
C -2.608 -5.309 13.196 -1.19 0.16 -0.87
O -0.234 -5.407 13.757 -1.81 -0.68 -2.56
H -0.171 -7.363 11.867 0.25 0.06 0.21
H -1.674 -7.132 11.139 -0.53 0.46 0.29
H -1.558 -7.824 12.787 -0.27 0.13 0.07
H -0.940 -5.021 11.931 0.48 1.30 -0.48
H -3.124 -6.169 13.622 0.71 -0.06 1.11
H -3.223 -5.325 12.296 0.23 0.83 -0.47
H -2.746 -4.371 13.734 0.19 -0.30 0.02
C -3.339 -13.502 10.820 -1.77 0.54 1.82
C -4.849 -13.585 11.446 1.72 0.41 -2.48
C -5.515 -12.172 11.649 2.10 0.20 -0.05
O -5.428 -11.498 10.407 0.02 -0.81 -0.52
C -6.188 -10.338 10.340 -0.19 0.31 0.05
N -5.634 -14.370 10.490 -0.61 -0.32 1.58
H -2.748 -13.266 11.705 0.57 0.52 -0.39
H -3.348 -12.735 10.046 0.26 0.09 0.27
H -2.923 -14.420 10.404 -0.68 -0.22 0.13
H -4.850 -14.163 12.369 0.13 0.23 0.11
H -4.963 -11.547 12.350 0.51 -0.15 0.50
H -6.515 -12.142 12.082 -0.50 -0.69 -0.42
H -5.660 -9.468 10.729 0.13 0.12 0.55
H -7.097 -10.526 10.911 -0.39 0.55 -0.20
H -6.387 -10.067 9.303 -0.24 -0.42 -0.07
H -5.762 -13.972 9.571 0.19 0.53 0.12
H -6.488 -14.262 11.018 -1.23 -0.87 -1.01
C 6.252 -10.084 14.737 1.82 -1.20 1.25
C 6.715 -8.742 14.260 -0.12 0.66 -0.69
C 7.720 -8.638 13.119 -0.17 0.08 -0.63
O 7.452 -9.460 12.018 -0.32 -1.52 0.45
C 8.571 -9.715 11.181 -0.56 1.21 0.04
N 5.465 -8.105 13.866 0.40 1.17 -0.36
H 5.751 -9.993 15.700 -0.46 0.19 -0.14
H 7.110 -10.699 15.010 0.15 -0.38 -0.22
H 5.641 -10.635 14.022 0.10 0.26 -0.05
H 7.232 -8.087 14.960 -0.27 -0.42 0.93
H 8.735 -8.777 13.493 0.11 -0.16 0.08
H 7.620 -7.632 12.712 0.35 0.65 0.43
H 9.478 -10.008 11.711 -0.19 -0.61 0.25
H 8.826 -8.744 10.756 0.21 0.00 -0.70
H 8.222 -10.417 10.424 0.41 0.04 0.09
H 5.421 -8.324 12.881 -1.09 0.03 -0.17
H 4.740 -8.530 14.425 -0.45 0.15 -0.56
C 2.364 0.824 11.818 -0.31 1.20 -1.05
C 2.726 -0.629 12.092 0.41 0.31 -2.03
C 3.596 -1.247 10.955 -0.03 -1.29 -0.01
O 3.891 -2.694 11.142 -2.69 0.94 0.18
C 4.824 -3.241 10.219 1.12 1.43 0.84
N 3.427 -0.655 13.296 0.64 -1.26 3.12
H 1.476 0.927 11.194 -0.02 0.00 -0.09
H 3.142 1.433 11.359 0.39 -0.44 -0.47
H 2.203 1.431 12.709 -0.43 -0.59 0.42
H 1.779 -1.169 12.110 0.22 -0.41 0.52
H 4.551 -0.731 10.855 0.12 0.23 0.16
H 3.031 -1.087 10.037 0.09 -0.24 -0.31
H 5.691 -2.807 10.717 1.25 -0.37 -1.26
H 4.705 -2.931 9.181 -0.13 0.35 0.05
H 4.948 -4.324 10.198 -0.75 -0.02 0.63
H 4.134 0.054 13.427 0.32 0.04 -0.62
H 2.809 -0.501 14.080 -0.19 -0.21 0.17
C 4.028 -8.434 3.999 -0.14 0.14 1.20
C 4.319 -9.349 5.227 -3.76 -0.30 -2.31
C 3.074 -10.376 5.402 1.30 0.60 1.27
O 3.309 -11.244 6.546 -0.55 -0.16 -1.12
C 3.329 -10.617 7.803 1.40 0.10 -0.58
N 5.500 -10.055 4.912 1.35 -0.15 1.07
H 3.773 -8.957 3.077 0.11 -0.12 0.07
H 4.921 -7.821 3.873 -0.06 -0.02 -0.32
H 3.211 -7.771 4.286 -0.18 0.09 -0.35
H 4.263 -8.637 6.051 0.99 -0.48 0.42
H 2.962 -11.024 4.532 0.44 -0.12 0.01
H 2.101 -9.895 5.504 -0.06 0.46 0.26
H 2.415 -10.069 8.033 -0.14 -0.18 0.22
H 4.191 -9.951 7.819 -0.11 0.72 0.14
H 3.657 -11.362 8.528 -0.85 -0.22 0.13
H 5.323 -10.646 4.112 0.06 -0.08 -0.10
H 5.756 -10.655 5.683 0.17 -0.30 -0.02
C -10.455 -4.335 9.364 0.54 -0.02 0.32
C -11.758 -4.878 8.724 1.89 -0.80 -0.36
C -12.889 -3.913 8.747 0.39 0.00 2.23
O -14.020 -4.591 8.351 -0.60 -0.92 0.58
C -15.040 -3.915 7.715 -0.38 0.19 -1.73
N -11.501 -5.232 7.358 1.06 0.13 -1.70
H -10.489 -4.244 10.450 -0.70 0.51 0.08
H -10.046 -3.419 8.938 -0.57 0.41 -0.07
H -9.571 -4.972 9.308 -0.39 -0.79 -0.71
H -11.919 -5.837 9.218 -0.81 0.25 0.43
H -12.648 -3.016 8.176 -0.08 0.09 -0.27
H -12.929 -3.674 9.810 -0.70 0.85 0.29
H -15.889 -4.584 7.573 0.00 -0.05 0.47
H -14.704 -3.728 6.695 -0.02 0.44 -0.39
H -15.390 -2.960 8.107 0.21 -0.03 0.64
H -12.282 -5.609 6.840 -0.46 -0.50 0.63
H -11.405 -4.344 6.887 0.63 0.26 -0.44
C -3.875 -8.051 19.190 -0.24 -1.77 1.18
C -4.687 -9.207 18.517 1.31 2.18 0.10
C -6.063 -8.694 18.165 -1.31 -0.76 0.84
O -6.995 -8.430 19.199 1.15 -0.27 -0.19
C -7.246 -9.546 20.010 -1.96 1.43 1.37
N -4.084 -9.450 17.217 0.28 -0.62 -0.37
H -3.827 -7.186 18.528 -0.20 0.14 0.38
H -2.874 -8.378 19.471 0.39 -0.13 -0.67
H -4.254 -7.906 20.202 -0.60 0.93 -0.16
H -4.620 -10.136 19.084 -0.46 0.12 0.16
H -6.520 -9.508 17.601 0.00 0.32 -0.94
H -6.012 -7.713 17.693 0.30 -0.35 -0.72
H -6.538 -9.647 20.833 0.45 -0.53 -0.36
H -7.613 -10.459 19.543 0.79 -0.18 -0.52
H -8.145 -9.162 20.492 -0.23 -0.45 0.59
H -4.026 -8.545 16.773 0.06 0.14 -0.40
H -3.127 -9.709 17.406 0.28 -0.19 -0.28
```
Forces are in eV/Å.

Computed properties:
Electronic energy in Ha: -2080.3920
Multiplicity: 1
LUMO in eV: -8.77
Relative energy (zero: lowest compared OMol25 entry of this formula, charge and spin) in eV: 6.535
Net charge: +1

These are the Mulliken partial charges, in e, on atoms 1 to 99: 0.393, -1.269, 0.770, -1.089, -0.291, 0.348, 0.390, 0.341, 0.185, 0.257, 0.390, 0.338, -1.257, 0.188, -0.718, -0.300, -0.668, -0.699, 0.315, 0.267, 0.387, 0.362, 0.335, 0.500, 0.214, 0.306, 0.232, 0.288, 0.248, -1.478, 0.602, -1.067, -0.297, -0.752, -0.606, 0.417, 0.378, 0.382, 0.224, 0.477, 0.413, 0.309, 0.323, 0.229, 0.266, 0.282, -1.526, 0.504, -0.857, -0.275, -0.741, -0.516, 0.378, 0.374, 0.423, 0.262, 0.384, 0.366, 0.330, 0.278, 0.241, 0.249, 0.261, -1.546, 0.195, -0.567, -0.353, -0.667, -0.635, 0.344, 0.392, 0.386, 0.400, 0.291, 0.348, 0.279, 0.265, 0.285, 0.286, 0.297, -1.455, 0.465, -0.631, -0.289, -0.786, -0.743, 0.384, 0.310, 0.387, 0.241, 0.402, 0.257, 0.260, 0.333, 0.310, 0.277, 0.280, -1.236, 0.153